{"formula": "C4H9NO", "method": "ωB97M-V/def2-TZVPD", "elements": ["C", "N", "C", "C", "C", "O", "H", "H", "H", "H", "H", "H", "H", "H", "H"], "xyz": [[-1.2554, -0.5534, 0.4011], [-0.1806, 0.1517, -0.2700], [-0.6645, 1.4843, -0.6131], [1.1310, -0.5243, -0.5688], [1.6409, -0.8265, 0.8296], [1.7265, 0.0676, 1.6311], [-2.0653, -0.8221, -0.3008], [-1.7351, 0.0720, 1.1823], [-0.9000, -1.4578, 0.8982], [-1.1324, 1.9791, 0.2678], [0.1112, 2.1631, -0.9673], [-1.4778, 1.4463, -1.3639], [1.8041, 0.1823, -1.0728], [1.2354, -1.4691, -1.1861], [1.7618, -1.8933, 1.1327]], "e_homo_ev": -8.074, "relative_energy_ev": 2.717, "energy_ev": -7829.6027, "smiles": "CN(C)CC=O", "gap_ev": 9.0}



{"formula": "C5H13NO", "method": "ωB97M-V/def2-TZVPD", "elements": ["C", "C", "C", "N", "O", "H", "H", "H", "H", "H", "H", "H", "C", "C", "H", "H", "H", "H", "H", "H"], "xyz": [[-0.4809, -1.8684, -0.8558], [0.7430, -1.6997, 0.0785], [0.3363, -1.1329, 1.4185], [1.0377, -1.6188, 2.4750], [-0.5514, -0.3143, 1.5583], [-1.2244, -1.1333, -0.5500], [-0.9252, -2.8513, -0.6916], [-0.2340, -1.7556, -1.9075], [1.2404, -2.6500, 0.2139], [1.4338, -1.0085, -0.4081], [0.8340, -1.2646, 3.3951], [1.8630, -2.1853, 2.3935], [-0.8635, 2.6825, -0.2572], [-0.1635, 2.2045, -1.5176], [-0.1523, 2.9058, 0.5286], [-1.4369, 3.6015, -0.4159], [-1.5135, 1.8876, 0.1248], [0.2514, 3.0314, -2.0881], [-0.8384, 1.6654, -2.1746], [0.6445, 1.5039, -1.3198]], "e_homo_ev": -9.925, "relative_energy_ev": 0.067, "energy_ev": -8933.9440, "smiles": "CCC(N)=O.CC", "gap_ev": 10.8}



{"formula": "C3H6N2O2", "method": "ωB97M-V/def2-TZVPD", "elements": ["H", "N", "C", "O", "C", "C", "N", "O", "H", "H", "H", "H", "H"], "xyz": [[-1.9345, 0.8152, -1.8149], [-1.3287, 0.6038, -1.0288], [-1.5110, -0.5925, -0.6458], [-0.8504, -1.1777, 0.3518], [0.0204, -0.3868, 1.1701], [1.3862, 0.0151, 0.6152], [1.4323, 0.6545, -0.5701], [2.3721, -0.2038, 1.2959], [-2.2198, -1.3008, -1.0849], [-0.4945, 0.5235, 1.4859], [0.2517, -1.0050, 2.0332], [2.3095, 1.0742, -0.8295], [0.5668, 0.9802, -0.9779]], "e_homo_ev": -9.740, "relative_energy_ev": 1.289, "energy_ev": -10283.5081, "smiles": "[H]/N=C/OCC(N)=O", "gap_ev": 10.5}



{"formula": "C31H44ClN3O3RuSSi3", "method": "ωB97M-V/def2-TZVPD", "elements": ["Ru", "C", "C", "C", "C", "C", "C", "C", "S", "O", "O", "N", "C", "C", "C", "C", "C", "C", "C", "C", "N", "C", "H", "H", "H", "H", "H", "H", "H", "H", "H", "H", "H", "H", "H", "C", "O", "Si", "C", "C", "C", "Si", "C", "C", "C", "Si", "C", "C", "C", "H", "H", "H", "H", "H", "H", "H", "H", "H", "H", "H", "H", "H", "H", "H", "H", "H", "H", "H", "H", "H", "H", "H", "H", "H", "H", "H", "Cl", "C", "C", "C", "C", "N", "C", "H", "H", "H", "H"], "xyz": [[0.5597, 0.1297, -0.0827], [-5.9451, -4.8976, 0.3180], [-4.7895, -4.1255, -0.2607], [-4.2221, -4.5048, -1.4776], [-3.1801, -3.7890, -2.0369], [-2.6830, -2.6738, -1.3668], [-3.2312, -2.2744, -0.1563], [-4.2814, -3.0031, 0.3857], [-1.3326, -1.8390, -2.1302], [-1.7687, -1.4735, -3.4519], [-0.1559, -2.6588, -2.0050], [-1.1037, -0.5060, -1.2393], [-1.7654, 0.6972, -1.7143], [-3.1532, 0.7712, -2.2246], [-3.2765, 2.0150, -3.0232], [-1.9102, 3.7846, -2.7965], [-0.7545, 3.7974, -1.8566], [0.0956, 4.7943, -1.4913], [1.2673, 4.4404, -0.8019], [1.5708, 3.0794, -0.5247], [0.7909, 2.0915, -0.8300], [-0.4747, 2.3968, -1.4677], [-6.8913, -4.5401, -0.0935], [-5.9937, -4.7865, 1.4006], [-5.8673, -5.9586, 0.0830], [-4.6092, -5.3733, -1.9975], [-2.7563, -4.0849, -2.9883], [-2.8429, -1.4014, 0.3527], [-4.7166, -2.6908, 1.3281], [-3.9785, 0.1739, -1.8628], [-4.0544, 1.9772, -3.7817], [-1.9521, 4.6661, -3.4308], [-0.0813, 5.8248, -1.7729], [1.9814, 5.1925, -0.4971], [2.4985, 2.8290, -0.0418], [-0.1304, -3.2068, 0.9759], [0.5453, -1.9282, 0.8918], [1.7448, -1.5623, 2.0096], [0.8579, -1.4900, 3.6354], [3.0577, -2.8526, 2.1262], [2.2299, 0.0327, 1.1514], [2.4297, 1.3467, 2.5125], [3.6169, 0.5880, 3.7452], [0.7294, 1.7707, 3.1931], [3.2958, 2.9619, 2.1222], [3.5507, -0.2600, -0.2083], [3.9436, 1.1769, -1.3341], [5.1905, -0.6457, 0.5785], [2.9221, -1.6066, -1.3382], [0.5645, -3.9376, 1.3922], [-0.4199, -3.5190, -0.0187], [-1.0004, -3.1184, 1.6249], [0.7688, -2.5176, 4.0002], [-0.1496, -1.0857, 3.5161], [1.3604, -0.9161, 4.4103], [2.6689, -3.7349, 2.6409], [3.8880, -2.4722, 2.7271], [3.4543, -3.1645, 1.1604], [3.4285, -0.4448, 4.0296], [3.6604, 1.1821, 4.6630], [4.6112, 0.6245, 3.2878], [0.5701, 1.3986, 4.2073], [-0.0720, 1.3495, 2.5800], [0.5848, 2.8539, 3.2137], [4.1250, 2.8622, 1.4137], [3.7332, 3.2823, 3.0726], [2.6349, 3.7613, 1.7872], [4.3696, 2.0426, -0.8189], [3.1104, 1.5051, -1.9546], [4.7182, 0.7970, -2.0076], [5.5267, 0.2214, 1.1558], [5.9334, -0.8252, -0.2043], [5.1832, -1.5099, 1.2383], [1.8642, -1.5417, -1.6175], [3.0350, -2.6091, -0.9215], [3.4789, -1.5604, -2.2780], [-4.6093, 4.1265, 0.1151], [-3.3766, 3.2355, -0.7142], [-3.3175, 3.3801, -2.2008], [-1.8436, 2.3947, -3.5046], [-0.8932, 1.5282, -2.6719], [-1.4947, 1.7166, -0.6003], [-2.5523, 2.4739, -0.0036], [-4.1049, 4.0454, -2.5390], [-1.6439, 2.3797, -4.5710], [-0.1189, 0.9857, -3.2063], [-2.6528, 2.4053, 1.0718]], "e_homo_ev": [-10.528, -11.424], "relative_energy_ev": 4.839, "energy_ev": -93038.7472, "gap_ev": [7.2, 6.6], "spin_multiplicity": 6, "total_charge": 1}



{"formula": "C16H19N3O2S", "method": "ωB97M-V/def2-TZVPD", "elements": ["C", "C", "C", "C", "C", "O", "N", "C", "C", "N", "C", "N", "C", "O", "C", "C", "C", "C", "S", "C", "C", "C", "H", "H", "H", "H", "H", "H", "H", "H", "H", "H", "H", "H", "H", "H", "H", "H", "H", "H", "H"], "xyz": [[5.4414, 0.7974, -4.1727], [4.1977, 1.6774, -4.1813], [3.4130, 1.5560, -2.8768], [2.1662, 2.4468, -2.8796], [1.4199, 2.3187, -1.5618], [1.4863, 3.1471, -0.6835], [0.7022, 1.1598, -1.4868], [-0.0681, 0.6686, -0.4302], [-0.2348, 1.3624, 0.7678], [-0.9598, 0.9080, 1.7700], [-1.5654, -0.2674, 1.6420], [-2.2973, -0.6343, 2.7644], [-3.0306, -1.7671, 2.9743], [-3.1550, -2.6657, 2.1640], [-3.6836, -1.8338, 4.2893], [-4.4662, -2.8711, 4.7230], [-4.9678, -2.6790, 6.0229], [-4.5642, -1.4997, 6.5672], [-3.5643, -0.5997, 5.5060], [-1.4663, -1.0427, 0.4894], [-0.7076, -0.5755, -0.5693], [-0.5843, -1.3919, -1.8219], [6.1014, 1.0793, -3.3555], [5.1705, -0.2489, -4.0475], [5.9883, 0.9002, -5.1067], [4.4907, 2.7187, -4.3288], [3.5560, 1.3922, -5.0186], [4.0520, 1.8458, -2.0404], [3.1263, 0.5115, -2.7262], [1.5140, 2.1773, -3.7137], [2.4663, 3.4888, -2.9945], [0.7353, 0.5580, -2.2967], [0.2364, 2.3206, 0.9203], [-2.2480, 0.0623, 3.4978], [-4.6614, -3.7333, 4.1119], [-5.6000, -3.3835, 6.5325], [-4.7937, -1.0987, 7.5348], [-1.9759, -1.9896, 0.4334], [-1.1532, -2.3118, -1.7203], [0.4561, -1.6564, -2.0149], [-0.9724, -0.8467, -2.6833]], "e_homo_ev": -8.107, "relative_energy_ev": 0.446, "energy_ev": -36302.3622, "smiles": "CCCCC(=O)Nc1cnc(NC(=O)c2cccs2)cc1C", "gap_ev": 8.4}



{"formula": "C5H11N2O2S", "method": "ωB97M-V/def2-TZVPD", "elements": ["C", "C", "C", "C", "C", "N", "N", "O", "O", "S", "H", "H", "H", "H", "H", "H", "H", "H", "H", "H", "H"], "xyz": [[0.6856, -0.9389, -0.6464], [-1.4696, 1.9230, -0.0601], [-2.5553, -0.3205, -0.2455], [-1.6035, -1.4790, -0.2881], [-2.0469, 0.8468, 0.4668], [-0.5247, -1.1914, -1.1084], [4.1595, 0.2643, 0.9127], [1.9970, 1.1692, -0.3849], [1.2466, -1.2706, 0.5285], [2.3440, -0.2014, -0.5344], [-1.0492, 2.8033, 0.3785], [-1.4082, 2.0647, -1.1205], [-2.8274, -0.0447, -1.3383], [-3.4405, -0.7647, 0.2577], [-1.2269, -1.7383, 0.6253], [-2.1300, -2.2910, -0.7044], [-2.2782, 0.6949, 1.5264], [-0.7702, -0.5392, -1.8171], [5.1360, 0.1400, 0.6748], [3.8200, -0.3247, 1.7258], [3.9420, 1.1981, 1.1519]], "e_homo_ev": [-8.585, -12.703], "relative_energy_ev": 3.707, "energy_ev": -23258.4977, "gap_ev": [3.9, 3.9], "spin_multiplicity": 3, "total_charge": 1}